Entry 1:
{"formula": "C15H50O10", "method": "ωB97M-V with the def2-TZVPD basis set", "species": ["C", "C", "C", "O", "H", "H", "H", "H", "H", "H", "H", "H", "C", "C", "C", "O", "H", "H", "H", "H", "H", "H", "H", "H", "C", "C", "C", "O", "H", "H", "H", "H", "H", "H", "H", "H", "C", "C", "C", "O", "H", "H", "H", "H", "H", "H", "H", "H", "C", "C", "C", "O", "H", "H", "H", "H", "H", "H", "H", "H", "O", "H", "H", "O", "H", "H", "O", "H", "H", "O", "H", "H", "O", "H", "H"], "positions_angstrom": [[2.94316, -4.73954, 2.72536], [1.67831, -3.95047, 2.38954], [1.02051, -3.13182, 3.49186], [1.89491, -3.15490, 1.21644], [3.20982, -5.32704, 1.82872], [2.74583, -5.42739, 3.54837], [3.80160, -4.14585, 3.02149], [1.01039, -4.80171, 2.14906], [1.74048, -2.30685, 3.79820], [0.65100, -3.75719, 4.30207], [0.14208, -2.61166, 3.11865], [1.06088, -3.09382, 0.73326], [-0.69786, -0.45464, -4.45409], [0.27143, -1.17835, -3.52576], [0.65216, -0.32149, -2.30680], [-0.40788, -2.39221, -2.99347], [-1.59164, -0.20297, -3.88384], [-1.00324, -1.06555, -5.32413], [-0.29528, 0.47596, -4.84827], [1.15751, -1.56679, -4.00289], [0.97797, 0.71817, -2.51804], [1.45871, -0.75407, -1.71472], [-0.22694, -0.23807, -1.65748], [-0.81928, -2.90170, -3.68561], [-4.21529, -1.86229, -1.93997], [-3.77013, -1.26882, -0.62403], [-4.63943, -0.14783, -0.14586], [-3.58648, -2.32648, 0.38960], [-5.13427, -2.45637, -1.85452], [-3.46444, -2.52930, -2.31748], [-4.36875, -1.10274, -2.69624], [-2.75057, -0.86278, -0.69732], [-4.33195, 0.80857, -0.58418], [-4.48735, -0.06886, 0.94737], [-5.67805, -0.29048, -0.31534], [-4.34136, -2.91353, 0.40392], [-1.88535, 2.59318, -0.71806], [-0.55978, 3.47588, -0.77268], [-0.35710, 4.18678, -2.11049], [-0.64150, 4.43821, 0.28536], [-1.85827, 1.79681, -1.45214], [-2.75342, 3.23135, -0.93464], [-2.02786, 2.06653, 0.21353], [0.32547, 2.81897, -0.59363], [-1.20159, 4.85933, -2.15057], [-0.37822, 3.52415, -2.99890], [0.56492, 4.80393, -2.13939], [-0.80155, 3.96102, 1.10822], [4.62353, 2.24720, 0.45002], [3.57719, 3.31203, 0.23596], [2.54873, 3.39300, 1.36076], [4.25734, 4.57470, 0.10323], [5.34643, 2.27342, -0.38104], [4.23569, 1.24186, 0.46813], [5.09502, 2.40525, 1.41753], [3.00632, 3.14819, -0.68235], [3.08221, 3.56656, 2.28752], [2.02050, 2.43980, 1.41114], [1.88451, 4.20910, 1.12413], [3.57547, 5.20243, -0.16853], [0.31582, -0.03476, 1.41432], [1.27221, -0.03781, 1.20958], [0.04801, -0.87553, 1.02829], [-0.62889, -2.44386, -0.01666], [-0.53199, -2.58357, -0.96969], [-1.54417, -2.73773, 0.16392], [-0.73460, 2.51584, 2.37036], [-0.37537, 1.60718, 2.25536], [-0.58838, 2.74564, 3.28512], [-3.14800, -1.09137, 3.07356], [-3.20668, -1.73312, 2.33273], [-2.42154, -0.51419, 2.82889], [3.05126, -0.74112, 1.00693], [3.61278, -0.89367, 1.77133], [2.59432, -1.60074, 0.90896]], "mulliken_charge": [-1.457, 0.647, -0.936, -0.554, 0.337, 0.385, 0.333, 0.160, 0.197, 0.405, 0.180, 0.242, -1.279, 0.584, -0.746, -0.553, 0.244, 0.401, 0.353, 0.232, 0.396, 0.256, -0.140, 0.252, -1.371, 1.559, -1.367, -0.544, 0.399, 0.314, 0.392, -0.559, 0.267, 0.332, 0.380, 0.235, -1.218, 1.412, -1.566, -0.627, 0.093, 0.358, 0.456, -0.342, 0.437, 0.254, 0.337, 0.417, -1.273, 0.777, -0.853, -0.584, 0.350, 0.178, 0.354, 0.070, 0.486, -0.092, 0.295, 0.339, -0.170, 0.213, 0.061, -0.544, 0.214, 0.234, -0.596, 0.233, 0.232, -0.667, 0.331, 0.310, -0.486, 0.213, 0.390], "e_lumo_ev": 0.21, "charge": 0, "smiles": "CC(C)O.CC(C)O.CC(C)O.CC(C)O.CC(C)O.O.O.O.O.O", "homo_ev": -9.5, "gap_ha": 0.355, "de_lowest_kcal_mol": 4.3, "total_energy_ha": -1353.91218}

=====

Entry 2:
{"formula": "C15H52O11", "method": "ωB97M-V with the def2-TZVPD basis set", "species": ["C", "C", "C", "O", "H", "H", "H", "H", "H", "H", "H", "H", "C", "C", "C", "O", "H", "H", "H", "H", "H", "H", "H", "H", "C", "O", "H", "H", "H", "H", "C", "O", "H", "H", "H", "H", "C", "O", "H", "H", "H", "H", "C", "O", "H", "H", "H", "H", "C", "O", "H", "H", "H", "H", "C", "O", "H", "H", "H", "H", "C", "O", "H", "H", "H", "H", "C", "O", "H", "H", "H", "H", "C", "O", "H", "H", "H", "H"], "positions_angstrom": [[8.68155, 9.71067, 12.42481], [7.55210, 9.78848, 11.39384], [7.25858, 8.41079, 10.78360], [6.36738, 10.31310, 12.03278], [9.58548, 9.34402, 11.99454], [8.44445, 9.07478, 13.25174], [8.85799, 10.71827, 12.76641], [7.82782, 10.53608, 10.67920], [7.19355, 7.65815, 11.56714], [8.10438, 8.09919, 10.14480], [6.38639, 8.43069, 10.11861], [6.11959, 9.67340, 12.71890], [9.22373, 10.39673, 8.13512], [9.53766, 9.44022, 6.94564], [9.69614, 10.17475, 5.63373], [10.79217, 8.74038, 7.13300], [8.18247, 10.70775, 8.21316], [9.79204, 11.31611, 7.96765], [9.56448, 9.98032, 9.08356], [8.75989, 8.68630, 6.93627], [10.40398, 10.98715, 5.75063], [8.77152, 10.57763, 5.24293], [10.03629, 9.48358, 4.86167], [10.76938, 8.11736, 7.87011], [11.11252, 7.36165, 10.30041], [10.51200, 6.79494, 9.13382], [10.69761, 6.81965, 11.17369], [12.20246, 7.28595, 10.36148], [10.79054, 8.40097, 10.35261], [11.11459, 6.08542, 8.86289], [15.74857, 7.10386, 10.69494], [15.72644, 6.40679, 11.93976], [16.26033, 8.07493, 10.74763], [16.24622, 6.45872, 9.95597], [14.71312, 7.26130, 10.33139], [16.61514, 6.10133, 12.18262], [15.07964, 11.04214, 7.94522], [15.47242, 9.90790, 8.74285], [15.89751, 11.35984, 7.27116], [14.22128, 10.74022, 7.33649], [14.73802, 11.87792, 8.56878], [14.76066, 9.66052, 9.34416], [8.87683, 12.92312, 11.06408], [10.10342, 13.05721, 11.76562], [8.06358, 12.69027, 11.78692], [8.63196, 13.83926, 10.53280], [8.99772, 12.11602, 10.33634], [10.21569, 13.94228, 12.14908], [16.19048, 9.66964, 13.67165], [17.10541, 10.33259, 14.57640], [16.67599, 9.09113, 12.88783], [15.66761, 8.92519, 14.29756], [15.45722, 10.29494, 13.21166], [17.90121, 10.63098, 14.08843], [11.97531, 13.79898, 8.11557], [10.98651, 14.13312, 7.09511], [11.67211, 13.06285, 8.87621], [12.86898, 13.50415, 7.59347], [12.26738, 14.73203, 8.57165], [10.10158, 14.00082, 7.45324], [12.31154, 9.62971, 14.05634], [12.90371, 8.74131, 13.08993], [11.59028, 10.26024, 13.49859], [11.78654, 9.10413, 14.84990], [13.10437, 10.25210, 14.50565], [13.46899, 8.08372, 13.51216], [13.97608, 13.77808, 12.84212], [14.65841, 14.63841, 13.74226], [14.04866, 12.74988, 13.18768], [12.94262, 14.10781, 12.76982], [14.37513, 13.83183, 11.83635], [15.58673, 14.38800, 13.75925], [12.68058, 10.82326, 10.53463], [13.67898, 9.82343, 10.68304], [12.55648, 11.03404, 9.46438], [11.69282, 10.48488, 10.86820], [12.88875, 11.72618, 11.15727], [13.49877, 9.41344, 11.54474]], "mulliken_charge": [-0.637, 0.881, -1.332, -0.589, -0.160, 0.559, 0.295, -0.348, 0.384, 0.169, 0.362, 0.375, -0.022, 0.459, -1.487, -0.597, 0.389, -0.083, -0.283, 0.296, 0.295, 0.372, 0.396, 0.292, 0.264, -0.576, 0.307, -0.066, -0.304, 0.300, -0.206, -0.540, 0.194, 0.418, -0.205, 0.302, -0.544, -0.610, 0.327, 0.240, 0.112, 0.453, -0.202, -0.375, 0.332, 0.459, -0.311, 0.217, -0.072, -0.576, 0.253, 0.110, -0.019, 0.317, -0.218, -0.567, -0.093, 0.178, 0.385, 0.306, -0.439, -0.495, 0.019, 0.334, 0.279, 0.222, -0.329, -0.559, 0.147, 0.120, 0.285, 0.306, 0.328, -0.082, 0.103, -0.232, -0.016, 0.030], "e_lumo_ev": 0.38, "charge": 0, "smiles": "CC(C)O.CC(C)O.CO.CO.CO.CO.CO.CO.CO.CO.CO", "homo_ev": -9.5, "gap_ha": 0.365, "de_lowest_kcal_mol": 110.2, "total_energy_ha": -1430.15291}